Entry 1
Here is 11 unconnected molecules or ions with the total composition C17H56N8O11 from the OMol25 dataset. Energies are from ωB97M-V/def2-TZVPD.

```
92
C17H56N8O11 (ωB97M-V/def2-TZVPD)
N -1.349 -2.177 0.313
C -2.343 -2.656 1.158
N -2.861 -3.907 0.776
O -2.726 -2.051 2.183
H -0.971 -2.745 -0.428
H -0.741 -1.406 0.638
H -2.583 -4.330 -0.049
H -3.571 -4.321 1.422
N -2.389 2.534 2.865
C -1.494 1.596 3.304
N -1.562 0.392 2.821
O -0.724 1.939 4.212
H -2.666 3.347 3.436
H -3.263 2.177 2.453
H -2.431 0.056 2.423
H -1.059 -0.283 3.367
N 2.206 -1.791 5.669
C 1.314 -1.004 5.146
N 1.235 0.289 5.435
O 0.436 -1.432 4.351
H 2.899 -1.447 6.356
H 2.293 -2.783 5.431
H 1.850 0.834 5.944
H 0.431 0.733 4.949
N -0.855 4.970 -1.381
C -1.867 3.968 -1.286
N -1.372 2.806 -0.756
O -3.000 4.132 -1.709
H 0.106 4.685 -1.338
H -1.184 5.750 -1.965
H -0.362 2.598 -0.684
H -2.115 2.159 -0.538
C 1.570 -5.249 1.773
C 0.670 -4.490 2.702
O 1.484 -3.808 3.687
H 2.049 -6.120 2.234
H 2.320 -4.606 1.312
H 0.992 -5.645 0.930
H 0.046 -5.207 3.270
H -0.050 -3.900 2.069
H 0.970 -2.968 3.822
C -4.838 0.418 0.040
C -5.605 -0.115 1.210
O -5.029 0.256 2.359
H -3.780 -0.013 0.125
H -4.724 1.495 0.038
H -5.161 0.137 -0.976
H -5.690 -1.180 1.179
H -6.603 0.287 1.238
H -4.490 -0.367 2.860
C 1.987 -2.564 -4.517
C 1.810 -2.354 -3.062
O 2.820 -1.663 -2.341
H 1.092 -3.073 -4.841
H 2.859 -3.172 -4.635
H 2.121 -1.677 -5.154
H 1.588 -3.350 -2.632
H 0.927 -1.687 -2.977
H 3.414 -2.399 -2.220
C 1.892 1.696 -3.903
C 3.265 1.409 -3.355
O 3.296 1.056 -2.005
H 1.259 0.844 -3.879
H 1.997 1.990 -4.995
H 1.469 2.550 -3.390
H 3.881 2.339 -3.458
H 3.811 0.655 -3.937
H 3.328 0.106 -1.837
C -2.250 0.894 -4.787
C -1.496 -0.039 -3.780
O -2.296 -0.737 -2.900
H -1.518 1.334 -5.450
H -2.687 1.713 -4.229
H -2.948 0.305 -5.359
H -0.827 0.561 -3.171
H -0.857 -0.725 -4.408
H -3.116 -0.965 -3.405
C 4.261 4.436 -0.692
C 2.961 4.081 0.177
O 2.175 3.118 -0.491
H 4.301 3.631 -1.434
H 5.176 4.438 -0.128
H 4.077 5.444 -1.083
H 2.389 4.991 0.366
H 3.400 3.714 1.110
H 2.662 2.445 -1.051
C 1.880 0.135 1.380
O 1.082 -1.098 1.476
H 2.166 0.482 2.385
H 2.770 -0.018 0.784
H 1.292 0.948 1.015
H 1.174 -1.352 2.428
```

The SMILES is NC(N)=O.NC(N)=O.NC(N)=O.NC(N)=O.CCO.CCO.CCO.CCO.CCO.CCO.CO.

Atom charges from the Mulliken analysis, given in e for atoms 1 to 8: atom 1 (N): 0.15, atom 2 (C): 0.51, atom 3 (N): -0.45, atom 4 (O): -0.70, atom 5 (H): 0.14, atom 6 (H): -0.11, atom 7 (H): 0.13, atom 8 (H): 0.25


Entry 2
Here is 11 unconnected molecules or ions with the total composition C17H56N8O11 from the OMol25 dataset. Energies are from ωB97M-V/def2-TZVPD.

```
92
C17H56N8O11 (ωB97M-V/def2-TZVPD)
N 2.985 0.508 0.228
C 3.789 1.033 -0.562
N 5.006 0.524 -0.422
O 3.518 1.948 -1.502
H 2.014 0.776 0.209
H 3.276 -0.057 1.085
H 5.655 0.827 -1.186
H 5.245 -0.372 0.068
N -1.721 -3.033 1.891
C -1.603 -1.770 2.162
N -2.659 -1.076 2.080
O -0.393 -1.182 2.603
H -0.986 -3.727 1.882
H -2.642 -3.371 1.573
H -2.504 0.012 2.117
H -3.423 -1.465 1.556
N 0.202 -5.065 1.986
C 0.853 -4.630 0.921
N 1.606 -3.588 1.235
O 0.700 -5.117 -0.334
H -0.403 -5.875 1.863
H 0.361 -4.720 2.946
H 2.231 -3.181 0.416
H 1.785 -3.194 2.188
N -1.052 5.521 0.682
C -0.472 4.381 0.842
N -0.768 3.573 -0.104
O 0.244 4.077 1.999
H -0.928 6.142 1.552
H -1.590 5.922 -0.095
H -0.331 2.658 -0.105
H -1.054 3.844 -1.100
C 4.546 -2.850 -2.107
C 3.134 -2.478 -1.860
O 2.978 -2.241 -0.495
H 4.744 -3.148 -3.112
H 4.927 -3.615 -1.354
H 5.234 -2.052 -1.848
H 2.510 -3.403 -1.933
H 2.829 -1.638 -2.524
H 3.049 -1.290 -0.349
C 2.322 1.113 5.136
C 1.774 1.580 3.776
O 0.928 2.646 4.087
H 2.996 0.237 4.943
H 1.558 0.868 5.894
H 2.966 1.729 5.696
H 1.209 0.857 3.145
H 2.655 1.873 3.189
H 0.771 3.068 3.217
C -2.982 0.014 -2.984
C -3.558 0.441 -1.648
O -4.388 -0.514 -1.136
H -2.356 -0.853 -2.685
H -2.298 0.721 -3.396
H -3.665 -0.420 -3.678
H -4.136 1.322 -1.812
H -2.806 0.704 -0.949
H -3.929 -1.315 -1.197
C -0.848 -3.362 -2.343
C -1.945 -3.642 -1.322
O -2.619 -2.530 -0.892
H 0.017 -2.658 -2.014
H -1.249 -2.982 -3.304
H -0.255 -4.240 -2.579
H -1.667 -4.191 -0.436
H -2.533 -4.402 -1.792
H -2.125 -2.087 -0.175
C -0.379 3.426 -3.501
C -1.786 4.029 -3.123
O -1.685 4.955 -2.065
H 0.312 3.255 -2.731
H -0.023 4.353 -3.973
H -0.632 2.738 -4.289
H -2.469 3.223 -2.761
H -2.231 4.576 -3.988
H -2.549 5.248 -1.679
C 0.185 0.228 -1.774
C -0.139 -0.208 -0.361
O 0.184 0.887 0.492
H 1.219 0.656 -1.951
H -0.519 0.944 -2.087
H -0.105 -0.483 -2.528
H 0.539 -1.030 -0.133
H -1.182 -0.499 -0.265
H -0.323 0.661 1.275
C -2.022 1.852 3.239
O -2.474 1.524 1.938
H -2.715 1.608 4.085
H -1.852 2.928 3.251
H -1.126 1.310 3.478
H -2.984 2.253 1.649
```

The SMILES is NC(N)=O.NC(N)=O.NC(N)=O.NC(N)=O.CCO.CCO.CCO.CCO.CCO.CCO.CO.

Atom charges from the Mulliken analysis, given in e for atoms 1 to 8: atom 1 (N): 0.08, atom 2 (C): 0.48, atom 3 (N): -0.41, atom 4 (O): -0.73, atom 5 (H): -0.63, atom 6 (H): 0.38, atom 7 (H): 0.29, atom 8 (H): 0.24


Energy above the most stable structure, in eV: entry 1 0.000; entry 2 5.520


Entry 1
Here is 2 unconnected molecules or ions with the total composition C3H10NO2 from the OMol25 dataset. Energies are from ωB97M-V/def2-TZVPD.

```
16
C3H10NO2 (ωB97M-V/def2-TZVPD)
O -1.280 0.872 -1.268
C -1.460 1.185 -0.109
C -0.422 0.786 0.952
N 0.760 0.134 0.358
C 1.609 -0.513 1.420
H -2.421 1.547 0.391
H -1.033 -0.028 1.494
H -0.150 1.528 1.687
H 1.418 0.835 0.027
H 0.388 -0.580 -0.329
H 1.959 0.217 2.096
H 1.145 -1.214 2.119
H 2.512 -0.866 0.799
H 0.657 -2.479 -1.061
H 0.494 -1.490 -2.325
O 0.199 -1.766 -1.355
```

As for the total charge: +1.

Atom charges from the Mulliken analysis, given in e for atoms 1 to 8: atom 1 (O): -0.43, atom 2 (C): 0.09, atom 3 (C): -0.58, atom 4 (N): -0.09, atom 5 (C): -1.00, atom 6 (H): 0.32, atom 7 (H): 0.32, atom 8 (H): 0.45


Entry 2
Here is 2 unconnected molecules or ions with the total composition C3H10NO2 from the OMol25 dataset. Energies are from ωB97M-V/def2-TZVPD.

```
16
C3H10NO2 (ωB97M-V/def2-TZVPD)
O -0.373 -1.643 -1.464
C 0.352 -0.844 -1.956
C 0.858 0.363 -1.150
N 0.352 0.226 0.294
C 0.143 1.496 1.054
H 0.735 -0.914 -2.980
H 1.944 0.330 -1.075
H 0.616 1.349 -1.527
H -0.502 -0.368 0.397
H 1.135 -0.290 0.697
H 0.202 1.253 2.114
H -0.880 1.794 0.852
H 0.896 2.241 0.835
H -1.229 -1.879 1.756
H -2.468 -1.834 0.892
O -1.783 -1.278 1.261
```

As for the total charge: +1.

Atom charges from the Mulliken analysis, given in e for atoms 1 to 8: atom 1 (O): -0.40, atom 2 (C): 0.14, atom 3 (C): -0.62, atom 4 (N): -0.24, atom 5 (C): -0.93, atom 6 (H): 0.37, atom 7 (H): 0.37, atom 8 (H): 0.38


Energy above the most stable structure, in eV: entry 1 0.784; entry 2 0.000


Entry 1
Here is C5H6O2 in the gas phase from the OMol25 dataset. Energies are from ωB97M-V/def2-TZVPD.

```
13
C5H6O2 (ωB97M-V/def2-TZVPD)
C -2.097 -0.543 1.658
C -1.262 -0.473 0.788
C -0.179 -0.322 -0.207
C 1.069 -1.136 0.107
O 2.038 -0.996 -0.606
C 0.119 1.175 -0.496
O 0.965 1.347 -1.597
H -2.873 -0.630 2.396
H -0.329 -0.758 -1.199
H 1.050 -1.937 0.868
H 0.511 1.667 0.408
H -0.831 1.654 -0.751
H 1.819 0.953 -1.368
```

The SMILES is C#C[C@H](C=O)CO.

Atom charges from the Mulliken analysis, given in e for atoms 1 to 8: atom 1 (C): 0.33, atom 2 (C): -0.92, atom 3 (C): 0.39, atom 4 (C): -0.14, atom 5 (O): -0.50, atom 6 (C): -0.67, atom 7 (O): -0.53, atom 8 (H): 0.43


Entry 2
Here is a molecular structure, C5H6O2 from the OMol25 dataset. Energies are from ωB97M-V/def2-TZVPD.

```
13
C5H6O2 (ωB97M-V/def2-TZVPD)
C -0.038 -1.204 0.532
C -1.076 -0.094 0.591
O 0.646 0.796 1.387
C 0.987 -0.078 0.316
C 0.424 0.614 -0.943
O -0.395 -0.161 -1.777
C -1.052 0.558 -0.726
H 0.102 -1.703 1.491
H -0.152 -1.903 -0.296
H -0.629 0.581 1.536
H 2.062 -0.299 0.296
H 0.899 1.489 -1.381
H -1.719 1.359 -1.024
```

Atom charges from the Mulliken analysis, given in e for atoms 1 to 8: atom 1 (C): -0.71, atom 2 (C): -0.23, atom 3 (O): -0.60, atom 4 (C): -0.01, atom 5 (C): -0.03, atom 6 (O): -0.43, atom 7 (C): -0.18, atom 8 (H): 0.29


Energy above the most stable structure, in eV: entry 1 0.000; entry 2 3.545